Record 1
DFT (ωB97M-V/def2-TZVPD) results for the molecule C4H5NO.

Computed properties:
E_tot	-7765.007	eV
total charge	0
energy relative to the best compared isomer or geometry (same formula, charge and spin)	146.6	kJ/mol
highest occupied orbital energy	-9.943	eV
molecular weight	83.09	g/mol
structure (SMILES)	Cc1ccon1

```
11
Properties=species:S:1:pos:R:3:forces:R:3
C 0.845 0.528 1.424 0.0 0.1 -0.1
C -0.083 0.139 0.318 -0.2 0.1 0.0
N -1.376 0.085 0.518 0.4 -0.1 0.0
O -1.944 -0.385 -0.657 0.1 -0.4 -0.4
C -0.955 -0.613 -1.536 0.1 -0.1 0.1
C 0.232 -0.264 -1.019 -0.1 0.1 -0.2
H 0.290 0.808 2.324 0.1 0.0 -0.2
H 1.515 -0.305 1.670 -0.1 0.2 -0.1
H 1.460 1.372 1.099 0.0 -0.1 0.1
H -1.085 -1.116 -2.486 -0.8 0.3 0.1
H 1.102 -0.249 -1.654 0.4 -0.1 0.6
```
Forces are in eV/Å.

Record 2
DFT (ωB97M-V/def2-TZVPD) results for the molecule C4H5NO at a distorted geometry.

Computed properties:
E_tot	-7763.667	eV
total charge	0
energy relative to the best compared isomer or geometry (same formula, charge and spin)	275.9	kJ/mol
highest occupied orbital energy	-9.092	eV
molecular weight	83.09	g/mol
structure (SMILES)	C=C1C=NOC1

```
11
Properties=species:S:1:pos:R:3:forces:R:3
C -2.117 0.088 -0.127 0.5 3.5 0.1
C -0.794 0.095 0.066 0.2 -0.3 -0.4
C 0.013 -1.145 0.157 1.0 0.2 -0.5
C 0.278 1.173 0.121 -1.3 -1.7 -0.6
H -2.554 1.137 -0.311 0.1 -1.9 0.5
H -2.747 -0.775 -0.012 -0.1 -0.2 -0.4
H -0.260 -1.927 -0.579 0.2 0.5 0.5
H -0.043 -1.516 1.189 0.6 -0.2 -0.2
H 0.053 2.203 0.164 0.2 1.0 0.2
N 1.453 0.700 -0.025 -0.7 0.3 0.0
O 1.387 -0.660 -0.198 -0.7 -1.1 0.8
```
Forces are in eV/Å.

Record 3
DFT (ωB97M-V/def2-TZVPD) results for the molecule C4H5NO at a distorted geometry.

Computed properties:
E_tot	-7763.025	eV
total charge	0
energy relative to the best compared isomer or geometry (same formula, charge and spin)	337.8	kJ/mol
highest occupied orbital energy	-10.033	eV
molecular weight	83.09	g/mol
structure (SMILES)	C=C1O/C1=N/C

```
11
Properties=species:S:1:pos:R:3:forces:R:3
C -1.756 -0.295 0.069 0.2 0.6 -0.6
C -0.654 -1.167 0.007 2.8 -1.0 0.6
C -2.523 0.768 -0.060 1.1 -1.2 0.7
C 1.674 -0.930 -0.035 0.1 -0.9 0.5
N 0.469 -1.731 0.003 -2.1 1.1 -0.7
O -1.876 -1.703 0.062 -2.0 -0.2 -0.3
H -3.545 0.633 -0.152 -2.0 -0.3 -0.1
H -2.205 1.747 0.156 0.8 0.9 -0.3
H 1.808 -0.741 1.044 1.4 -0.4 -0.4
H 2.366 -1.611 -0.606 0.1 1.3 1.2
H 1.637 0.069 -0.459 -0.4 0.0 -0.6
```
Forces are in eV/Å.

Record 4
DFT (ωB97M-V/def2-TZVPD) results for the molecule C4H5NO at a distorted geometry.

Computed properties:
E_tot	-7763.196	eV
total charge	0
energy relative to the best compared isomer or geometry (same formula, charge and spin)	321.3	kJ/mol
highest occupied orbital energy	-8.406	eV
molecular weight	83.09	g/mol
structure (SMILES)	N=C=C[C@H]1CO1

```
11
Properties=species:S:1:pos:R:3:forces:R:3
N 2.267 -0.457 -0.607 -0.6 -0.2 -0.1
C 1.292 0.261 -0.506 1.1 0.4 -0.8
C 0.226 1.041 -0.604 0.5 -0.1 0.1
C -0.894 0.531 0.195 0.5 -0.4 0.8
C -1.202 -0.888 0.279 -0.7 -0.4 -0.4
O -0.206 -0.476 1.170 -1.1 1.3 0.2
H 2.866 -0.671 0.183 0.0 0.4 0.0
H 0.350 2.081 -0.878 -0.2 -0.1 -0.1
H -1.652 1.268 0.507 0.6 -0.5 0.5
H -0.939 -1.537 -0.552 0.2 -0.1 0.1
H -2.107 -1.153 0.816 -0.3 -0.2 -0.3
```
Forces are in eV/Å.

Record 5
DFT (ωB97M-V/def2-TZVPD) results for the molecule C4H5NO.

Computed properties:
E_tot	-7762.286	eV
total charge	0
energy relative to the best compared isomer or geometry (same formula, charge and spin)	409.1	kJ/mol
highest occupied orbital energy	-8.154	eV
molecular weight	83.09	g/mol
structure (SMILES)	[O-]/C=C\C1=C[NH2+]1

```
11
Properties=species:S:1:pos:R:3:forces:R:3
N -0.468 -1.579 0.762 -0.1 -0.1 0.1
C -0.130 -0.334 0.117 0.2 0.0 -0.2
C 0.843 -1.105 -0.427 -0.3 -0.1 0.3
O 1.332 1.235 -1.283 -0.2 0.2 0.1
C 0.305 1.713 -0.802 0.1 0.0 -0.1
C -0.580 0.942 0.037 0.0 -0.1 0.0
H -0.417 -1.590 1.776 0.1 0.1 -0.2
H -1.248 -2.112 0.396 0.3 0.1 -0.1
H 1.838 -1.254 -0.012 -0.2 0.0 0.0
H 0.029 2.763 -1.020 0.0 -0.2 0.0
H -1.504 1.321 0.456 0.2 -0.1 0.0
```
Forces are in eV/Å.

Record 6
DFT (ωB97M-V/def2-TZVPD) results for the molecule C4H5NO at a distorted geometry.

Computed properties:
E_tot	-7763.233	eV
total charge	0
energy relative to the best compared isomer or geometry (same formula, charge and spin)	317.8	kJ/mol
highest occupied orbital energy	-8.452	eV
molecular weight	83.09	g/mol
structure (SMILES)	C1=N[C@H]2C[C@H]2O1

```
11
Properties=species:S:1:pos:R:3:forces:R:3
C 0.687 1.028 0.163 0.5 0.2 0.1
C 0.524 -0.085 -0.756 0.7 -0.2 0.3
O 0.317 -1.365 -0.238 0.4 -0.3 0.5
C -0.652 -1.291 0.705 -0.3 0.1 0.2
N -1.326 -0.223 0.853 0.2 -0.4 -0.5
C -0.789 0.793 -0.012 1.2 -1.3 -0.8
H 1.099 0.786 1.136 -0.2 0.2 0.1
H 1.058 1.954 -0.263 0.1 -0.1 0.0
H 0.918 -0.108 -1.779 -0.7 0.2 0.4
H -0.808 -2.214 1.255 0.0 0.1 0.0
H -1.029 0.725 -1.063 -1.9 1.5 -0.3
```
Forces are in eV/Å.

Record 7
DFT (ωB97M-V/def2-TZVPD) results for the molecule C4H5NO.

Computed properties:
E_tot	-7763.376	eV
total charge	0
energy relative to the best compared isomer or geometry (same formula, charge and spin)	304.0	kJ/mol
highest occupied orbital energy	-8.167	eV
molecular weight	83.09	g/mol

```
11
Properties=species:S:1:pos:R:3:forces:R:3
O 1.234 -0.845 -1.383 0.2 0.0 0.0
C 1.128 0.295 0.714 -0.4 0.1 0.0
C 0.560 -0.800 -0.155 0.0 -0.1 0.1
N -0.865 -0.454 -0.385 -0.1 0.2 0.0
C -1.115 0.651 0.284 0.0 -0.2 -0.1
C 0.036 1.121 0.954 0.2 0.1 0.1
H 2.050 -0.349 -1.211 -0.1 -0.1 -0.2
H 0.572 -1.783 0.342 0.0 0.2 0.1
H -1.539 -0.993 -0.908 0.1 0.1 0.0
H -2.109 1.094 0.254 0.1 -0.1 0.0
H 0.047 2.062 1.496 0.0 -0.2 0.0
```
Forces are in eV/Å.

Record 8
DFT (ωB97M-V/def2-TZVPD) results for a structure of composition C4H5NO at a distorted geometry.

Computed properties:
E_tot	-7764.748	eV
total charge	0
energy relative to the best compared isomer or geometry (same formula, charge and spin)	171.6	kJ/mol
highest occupied orbital energy	-8.550	eV
molecular weight	83.09	g/mol

```
11
Properties=species:S:1:pos:R:3:forces:R:3
O -1.377 1.961 -0.260 0.2 0.0 0.2
C -0.699 0.963 -0.099 0.9 0.8 -1.1
C -0.943 -0.467 -0.371 -0.6 0.4 1.4
C 0.330 -1.168 -0.352 0.2 0.1 0.6
C 1.231 -0.300 0.170 0.0 -0.2 0.0
N 0.637 0.910 0.418 -0.2 0.4 0.0
H -1.823 -0.859 -0.877 0.1 0.5 0.3
H -1.208 0.023 0.874 -0.3 -2.4 -1.2
H 0.509 -2.207 -0.605 -0.1 0.3 0.1
H 2.257 -0.477 0.465 -0.1 0.1 -0.1
H 1.101 1.717 0.797 0.0 0.1 -0.2
```
Forces are in eV/Å.

Copy entry 5 word for word.
DFT (ωB97M-V/def2-TZVPD) results for the molecule C4H5NO.

Computed properties:
E_tot	-7762.286	eV
total charge	0
energy relative to the best compared isomer or geometry (same formula, charge and spin)	409.1	kJ/mol
highest occupied orbital energy	-8.154	eV
molecular weight	83.09	g/mol
structure (SMILES)	[O-]/C=C\C1=C[NH2+]1

```
11
Properties=species:S:1:pos:R:3:forces:R:3
N -0.468 -1.579 0.762 -0.1 -0.1 0.1
C -0.130 -0.334 0.117 0.2 0.0 -0.2
C 0.843 -1.105 -0.427 -0.3 -0.1 0.3
O 1.332 1.235 -1.283 -0.2 0.2 0.1
C 0.305 1.713 -0.802 0.1 0.0 -0.1
C -0.580 0.942 0.037 0.0 -0.1 0.0
H -0.417 -1.590 1.776 0.1 0.1 -0.2
H -1.248 -2.112 0.396 0.3 0.1 -0.1
H 1.838 -1.254 -0.012 -0.2 0.0 0.0
H 0.029 2.763 -1.020 0.0 -0.2 0.0
H -1.504 1.321 0.456 0.2 -0.1 0.0
```
Forces are in eV/Å.

Q: Which of these has the lowest highest occupied orbital energy?
A: number 3

Q: energy relative to the best compared isomer or geometry (same formula, charge and spin) of number 8 (C4H5NO)?
A: 171.6 kJ/mol